Entry from the Open Molecules 2025 dataset: C26H33O13S2Zn as an isolated structure in a non-equilibrium geometry (wB97M-V/def2-TZVPD).

XYZ file:
```
75
Properties=species:S:1:pos:R:3:forces:R:3:mulliken_charge:R:1
Zn 42.8002 10.0103 -0.1424 -1.156 1.127 -1.340 0.693
C 39.9006 11.7430 0.1968 0.077 0.095 0.089 -0.869
C 40.2311 10.8251 -0.9695 -0.640 -0.821 1.200 1.300
O 41.5767 10.8890 -1.3759 1.185 -0.944 1.229 -0.734
H 38.8397 11.8280 0.4456 -0.127 -0.089 -0.696 0.200
H 40.3071 12.7313 -0.0186 -0.099 0.084 0.184 0.363
H 40.2632 11.4054 1.1769 0.643 -0.163 -0.201 0.255
H 39.6255 11.0661 -1.8519 0.398 0.342 -0.060 -0.642
H 39.9463 9.7910 -0.7468 -0.062 -0.089 0.045 0.492
O 35.8729 6.4658 -3.4569 0.472 0.640 0.173 -0.670
S 36.4660 7.7631 -3.4908 -1.069 1.368 1.293 1.138
O 36.8530 8.4191 -4.7206 -3.998 -4.856 0.049 -0.400
O 35.4452 8.7838 -2.7092 0.234 -1.472 -1.128 -0.383
C 35.7237 10.1883 -2.6859 -0.913 0.350 0.236 0.485
C 34.3831 10.8885 -2.5628 -0.132 -0.199 1.632 -1.486
C 37.8519 8.0002 -2.3312 -0.164 -0.616 -0.359 -0.431
H 36.2465 10.5394 -3.5757 -0.136 -0.208 0.421 0.145
H 36.2781 10.3561 -1.7576 0.389 0.283 -0.249 0.054
H 33.6616 10.6264 -3.3302 0.245 0.410 -0.348 0.358
H 34.5201 11.9473 -2.3328 0.010 0.177 -0.903 0.381
H 33.9250 10.5805 -1.6155 -0.030 -0.430 -0.133 0.366
H 37.5367 8.1824 -1.3079 -0.403 -0.469 -0.027 0.454
H 38.3425 8.8864 -2.7306 -0.124 -0.717 1.221 -0.191
H 38.5120 7.1403 -2.4353 0.041 -0.016 0.175 0.423
O 40.7369 10.0663 -5.4106 0.121 -0.043 -0.234 -0.702
S 39.3759 10.3258 -5.7591 -1.259 -0.356 0.733 1.246
O 38.9714 11.5951 -6.3112 0.280 -0.588 0.193 -0.683
O 38.8945 9.1310 -6.7451 1.049 0.296 0.244 -0.240
C 38.0305 9.4135 -7.8405 -2.468 0.939 -0.646 -0.011
C 37.7628 8.2053 -8.6972 2.319 -1.474 0.840 -1.214
C 38.3009 9.8572 -4.3330 3.485 2.936 -2.747 -0.517
H 38.3564 10.2481 -8.4589 0.381 0.046 0.337 0.350
H 37.0327 9.6467 -7.4473 0.281 0.643 0.285 0.191
H 37.1612 7.4739 -8.1587 -0.346 0.132 -0.270 0.270
H 38.7578 7.7336 -8.7432 -0.193 -0.258 -0.406 0.286
H 37.4679 8.3538 -9.7292 -0.392 0.452 0.169 0.366
H 38.5546 10.4828 -3.4871 0.089 0.356 -0.194 -0.464
H 38.5100 8.7999 -4.1898 0.971 1.377 -0.814 0.600
H 37.3125 9.9982 -4.7646 1.158 1.144 0.434 0.464
C 37.3901 15.3548 1.7394 -0.162 -0.296 0.022 -0.377
C 38.1715 14.3290 2.1103 0.214 0.284 -0.963 0.073
C 38.9573 14.2767 3.3765 -0.947 0.157 -0.099 0.385
O 39.7701 13.4147 3.6268 0.073 -0.020 -0.324 -0.516
C 38.5367 15.3160 4.3144 -0.325 1.235 0.578 -0.435
C 37.7096 16.3214 3.9798 0.741 -0.041 0.601 -0.329
C 37.1566 16.5407 2.6154 0.297 -0.927 0.819 0.090
O 36.5518 17.5303 2.2982 -0.013 -0.001 -0.282 -0.510
H 36.8053 15.3272 0.8273 0.193 0.028 -0.168 0.525
H 38.3366 13.5186 1.4109 -0.111 -0.083 0.157 0.221
H 38.8987 15.3568 5.3341 0.308 -0.524 -0.074 0.440
H 37.5259 17.0359 4.7727 -0.361 0.285 -0.324 0.388
C 37.3731 9.6243 3.7227 -0.222 0.483 1.651 -0.356
C 38.0641 10.2568 4.6909 0.545 0.383 -0.858 -0.481
C 39.5550 10.3916 4.5785 -0.941 -0.324 -0.264 0.227
O 40.2579 11.0629 5.2854 -0.058 -0.008 0.334 -0.527
C 40.1037 9.6896 3.4059 0.956 -0.786 -0.842 -0.158
C 39.4381 8.8858 2.5663 1.041 1.116 0.395 -0.099
C 37.9858 8.8369 2.6321 -0.910 0.269 -0.644 0.348
O 37.3151 8.3504 1.7407 0.179 -0.054 0.253 -0.553
H 36.2969 9.7179 3.7948 -0.089 -0.421 -0.435 0.430
H 37.5954 10.8893 5.4335 -0.151 -0.238 0.138 0.458
H 41.1587 9.8484 3.2037 0.077 0.101 0.359 0.313
H 39.9800 8.5280 1.7000 -0.367 -0.543 -0.051 0.407
C 40.6193 14.4272 -3.8340 1.283 1.230 -0.473 -0.565
C 40.8710 15.7094 -3.5166 0.227 -0.421 -0.772 -0.432
C 40.1309 16.4035 -2.4749 -0.140 0.206 0.621 0.086
O 40.1873 17.5903 -2.2262 0.243 -0.403 -0.286 -0.522
C 39.2133 15.5386 -1.7085 -0.226 0.037 0.587 -0.191
C 38.9719 14.2655 -2.0130 -0.382 -0.380 0.492 -0.294
C 39.7601 13.5455 -3.0350 -0.059 0.792 -0.753 0.390
O 39.7483 12.3447 -3.2183 -0.314 0.386 0.093 -0.451
H 41.1819 14.0930 -4.6968 -0.254 -0.813 0.134 0.440
H 41.6056 16.2687 -4.0826 -0.136 0.118 -0.050 0.418
H 38.7897 16.0520 -0.8526 -0.440 -0.147 -0.125 0.428
H 38.2170 13.6947 -1.4828 0.116 -0.069 0.124 0.489
```
Positions in Å, forces in eV/Å.

Maximum force (Eh/bohr): 0.1223
Total charge: +1
LUMO (eV): -8.2
ΔE to the lowest compared entry with this formula, charge and spin (eV): 3.240
2S+1: 1
Kohn-Sham gap (Ha): 0.1465

Entry from the Open Molecules 2025 dataset: C26H33OPPtS3Te as an isolated structure (wB97M-V/def2-TZVPD).

XYZ file:
```
66
Properties=species:S:1:pos:R:3:forces:R:3:nbo_charge:R:1
Pt 1.8781 -0.1857 -0.2666 -0.134 0.057 -0.096 0.406
C 5.0511 0.2397 -0.3716 0.042 -0.028 0.079 -0.544
C 4.8194 1.3671 0.6408 -0.064 -0.124 -0.096 -0.565
S 3.1743 2.1335 0.5520 0.215 0.327 0.194 0.223
C 2.5087 1.9428 2.2305 -0.044 -0.197 -0.058 -0.545
C 2.5487 0.5562 2.8656 0.022 0.018 0.007 -0.548
S 1.6882 -0.7745 1.9412 -0.071 0.004 0.377 0.422
C 2.8862 -2.1283 2.0480 0.019 -0.049 -0.014 -0.549
C 4.1799 -1.8208 1.3278 0.053 -0.166 -0.029 -0.550
S 3.8865 -1.1721 -0.3641 0.359 0.150 0.071 0.458
H 5.0057 0.6209 -1.3919 -0.028 -0.011 -0.022 0.253
H 6.0460 -0.1900 -0.2376 -0.003 0.003 -0.006 0.260
H 5.0218 1.0415 1.6602 -0.031 0.018 0.002 0.227
H 5.5506 2.1428 0.4140 0.014 0.004 0.019 0.271
H 3.0249 2.6297 2.9010 0.001 0.011 0.003 0.258
H 1.4791 2.2910 2.1268 0.001 0.021 0.025 0.258
H 3.5719 0.2267 3.0381 0.002 0.012 0.000 0.227
H 2.0579 0.5992 3.8388 0.021 0.021 0.005 0.262
H 3.0653 -2.3614 3.0986 0.006 0.038 -0.003 0.269
H 2.3695 -2.9809 1.6051 0.005 0.012 -0.005 0.262
H 4.7844 -1.0900 1.8596 -0.022 0.021 0.020 0.234
H 4.7779 -2.7262 1.2207 -0.004 0.016 -0.024 0.271
C 1.3459 -1.1521 -3.8955 -0.069 -0.013 0.048 -0.864
Te 2.1568 0.4480 -2.7692 0.044 0.000 -0.272 0.787
C 0.5579 1.7847 -3.0941 -0.013 0.012 -0.037 -0.861
H 0.3644 -1.4101 -3.5065 -0.007 0.006 0.002 0.241
H 2.0221 -2.0003 -3.8286 0.007 0.003 0.014 0.252
H 1.2786 -0.8135 -4.9266 -0.007 -0.022 -0.007 0.254
H 0.7277 2.2841 -4.0442 0.008 0.011 0.004 0.254
H 0.5490 2.5002 -2.2768 -0.011 0.008 0.004 0.253
H -0.3650 1.2133 -3.1094 0.014 0.021 -0.014 0.247
O 0.0106 0.6954 0.0058 -0.417 -0.142 -0.203 -1.127
P -1.4585 0.2083 0.0036 0.136 0.105 0.138 1.969
C -2.3082 0.9781 1.3749 0.004 0.039 0.004 -0.487
C -3.6255 1.4179 1.2516 -0.011 -0.029 0.011 -0.168
C -4.2810 1.9569 2.3496 -0.005 0.004 -0.009 -0.201
C -3.6268 2.0613 3.5671 0.000 0.001 0.007 -0.146
C -2.3143 1.6225 3.6969 0.002 -0.002 -0.002 -0.223
C -1.6581 1.0804 2.6065 -0.028 -0.003 -0.016 -0.112
C -1.6147 -1.5729 0.1694 0.093 -0.002 0.029 -0.476
C -2.7781 -2.1205 0.7097 0.026 0.026 0.018 -0.115
C -2.9141 -3.4975 0.7865 0.005 -0.043 -0.003 -0.208
C -1.8962 -4.3280 0.3339 -0.049 0.010 0.018 -0.164
C -0.7355 -3.7870 -0.2029 0.048 0.028 -0.043 -0.206
C -0.5980 -2.4108 -0.2903 -0.133 0.259 0.024 -0.207
C -2.3022 0.6990 -1.4915 0.036 0.019 -0.034 -0.496
C -2.4625 2.0654 -1.7457 -0.038 0.005 0.038 -0.176
C -3.0666 2.4836 -2.9170 -0.007 -0.007 -0.017 -0.207
C -3.5103 1.5426 -3.8420 0.000 0.007 -0.001 -0.159
C -3.3572 0.1869 -3.5932 0.009 -0.009 -0.001 -0.225
C -2.7558 -0.2397 -2.4158 0.040 0.009 -0.024 -0.122
H -4.1433 1.3414 0.3044 -0.005 0.000 0.003 0.233
H -5.3026 2.2976 2.2505 0.000 0.000 0.000 0.239
H -4.1400 2.4845 4.4201 0.001 0.000 0.000 0.237
H -1.8103 1.7017 4.6508 0.001 0.000 -0.003 0.230
H -0.6407 0.7272 2.7116 0.041 -0.014 -0.003 0.191
H -3.5715 -1.4805 1.0764 0.010 0.004 -0.002 0.227
H -3.8148 -3.9252 1.2052 0.002 -0.001 0.002 0.240
H -2.0117 -5.4016 0.4006 0.008 -0.002 -0.003 0.238
H 0.0523 -4.4378 -0.5600 -0.003 -0.005 -0.004 0.226
H 0.2970 -1.9342 -0.6874 -0.084 -0.426 -0.117 0.201
H -2.1223 2.7982 -1.0224 0.006 -0.007 -0.004 0.232
H -3.1993 3.5395 -3.1110 -0.002 0.000 0.002 0.239
H -3.9877 1.8714 -4.7556 0.000 0.000 0.000 0.240
H -3.7167 -0.5405 -4.3084 -0.001 0.000 -0.002 0.238
H -2.6490 -1.2988 -2.2176 -0.007 -0.008 0.005 0.223
```
Positions in Å, forces in eV/Å.

Maximum force (Eh/bohr): 0.0094
Total charge: +2
LUMO (eV): -5.9
ΔE to the lowest compared entry with this formula, charge and spin (eV): 0.000
2S+1: 1
Kohn-Sham gap (Ha): 0.2843

Entry from the Open Molecules 2025 dataset: C26H34AlBBeClF5MgN4O7 as an isolated structure in a non-equilibrium geometry (wB97M-V/def2-TZVPD).

XYZ file:
```
81
Properties=species:S:1:pos:R:3:forces:R:3:mulliken_charge:R:1
C 1.9879 -4.8577 2.3065 0.181 0.460 0.875 -0.932
C 2.1222 -3.9828 1.3118 -0.760 -0.041 1.173 0.578
C 0.9005 -3.2547 0.8314 1.317 0.534 -0.006 0.634
N 0.0267 -2.8415 1.9426 -0.205 -0.607 0.190 0.113
C -1.3147 -3.3852 2.0330 0.036 0.118 -0.286 -1.171
C -1.5266 -4.3255 3.1990 -0.277 0.325 0.796 0.261
N -1.4430 -5.5717 3.0686 -0.473 -3.497 0.930 -0.254
C 0.4795 -1.9735 2.8229 0.322 0.226 0.666 -0.135
N 1.7306 -1.3989 2.7354 0.093 0.387 -0.566 0.003
C 1.5296 -0.0448 3.3037 -1.079 -0.699 -0.327 -0.454
C 0.3861 -0.2129 4.3481 1.108 0.154 0.475 0.151
C 0.8968 -0.2657 5.8054 -0.058 -0.312 -0.382 -0.974
O 0.3123 -1.2929 6.5542 -0.139 -0.051 0.092 -0.456
C -1.0210 -1.0251 6.9766 0.255 0.172 0.125 -0.689
N -0.1728 -1.4784 3.8681 -0.831 -0.135 -0.171 0.254
H 2.6496 -5.6950 2.4350 0.521 0.282 0.310 0.326
H 1.2109 -4.7278 3.0533 -0.571 -0.407 -0.262 0.121
H 3.0738 -3.7602 0.8750 -0.115 -0.354 -0.829 -0.076
H 1.1682 -2.3374 0.2675 -0.148 -0.549 0.178 -1.041
H 0.3568 -3.9263 0.1748 -0.216 0.053 -0.100 0.492
H -2.0432 -2.5736 2.0788 -0.143 0.026 0.301 0.459
H -1.5253 -3.9228 1.1155 0.087 -0.068 -0.169 0.620
H -1.7990 -3.9410 4.1762 0.015 -0.101 0.135 0.417
H -1.2154 -6.0474 2.1970 0.205 0.256 -0.237 0.392
H 2.4270 -1.9792 3.1923 0.104 -0.138 -0.218 0.400
H 2.4765 0.3440 3.6465 -0.059 0.362 0.131 0.629
H 1.0483 0.4972 2.4925 0.657 0.704 -0.103 -0.207
H -0.3332 0.5918 4.2346 -0.218 -0.068 -0.211 0.511
H 0.7354 0.7152 6.2536 0.019 0.082 0.130 0.464
H 1.9674 -0.4514 5.7777 0.116 -0.158 0.216 0.421
H -1.1032 -1.2153 8.0415 0.000 -0.169 0.096 0.302
H -1.7257 -1.6703 6.4491 -0.157 -0.026 -0.059 0.178
H -1.2804 0.0194 6.8145 -0.135 0.092 -0.095 0.350
H -0.9744 -1.9072 4.2944 -0.250 0.299 -0.071 -0.013
B 3.7852 -0.9967 -2.5346 0.293 0.683 -0.560 0.599
O 4.3276 -1.7282 -3.7136 -0.226 -0.307 0.498 -0.448
C 4.4335 -3.0112 -3.4551 -0.141 -0.043 -0.152 0.300
O 4.8327 -3.8902 -4.1505 0.111 -0.105 0.083 -0.507
C 3.9462 -3.2269 -1.9883 -0.379 0.126 -0.434 1.117
O 3.9353 -4.3079 -1.3665 1.084 0.746 -0.352 -0.804
O 3.5870 -2.1166 -1.4777 -0.122 0.004 0.031 -0.425
F 2.5731 -0.4175 -2.8297 -0.238 -0.242 0.216 -0.271
F 4.6781 -0.0927 -2.0493 0.096 -0.075 0.253 -0.279
Be 0.5750 -0.3772 -0.1221 -0.191 0.700 -0.281 0.107
O 0.4296 4.7317 -1.0832 0.302 0.079 -0.139 -0.595
C -0.2767 4.0515 -0.2826 -1.010 0.495 -0.789 0.146
C 0.8018 3.4193 0.9803 0.125 -1.050 0.280 0.501
O 0.2124 2.7331 1.8300 0.008 -0.357 0.680 -0.606
H -0.7549 3.1163 -0.6454 0.591 -0.344 0.045 0.017
H -1.0476 4.5695 0.3225 0.429 0.180 0.381 0.390
H 1.2879 4.4210 1.3602 -1.267 0.730 -0.394 0.015
H 1.6501 2.9045 0.3972 -0.107 0.309 -0.263 -0.121
Cl -1.7772 -7.0305 4.2458 0.546 2.969 -1.567 0.157
F 0.6463 2.3190 -2.8812 -0.069 -0.117 0.054 -0.109
C 0.3341 2.1963 -4.1740 0.086 -0.007 -0.134 0.094
C 0.8323 1.1030 -4.8754 -0.029 -0.002 -0.176 -0.133
C 0.5152 0.9196 -6.2555 0.103 0.036 0.121 -0.548
C -0.2638 1.8088 -6.9063 0.266 -0.048 -0.064 -0.726
C -0.7812 2.9557 -6.1843 -3.816 -0.662 0.979 0.286
C -0.4597 3.1259 -4.7729 1.005 0.469 0.123 -0.143
H 1.4641 0.3929 -4.3567 -0.041 0.029 -0.006 0.650
H 0.9092 0.0584 -6.7756 0.037 -0.032 0.054 0.436
H -0.5039 1.6809 -7.9511 -0.094 0.072 -0.002 0.417
H -1.3698 3.7077 -6.6920 1.545 0.912 -0.539 0.269
H -0.8470 3.9659 -4.2157 -0.124 -0.006 -0.062 0.447
Al 2.9484 4.1631 1.7812 0.944 -0.215 0.075 0.339
C -6.0834 4.4273 -2.7757 -0.007 -0.005 0.002 -0.433
C -5.4592 5.5683 -3.2597 -0.009 0.007 0.002 -0.370
C -4.0809 5.6980 -3.1682 0.044 0.012 -0.030 -0.672
C -3.3259 4.6820 -2.5994 0.054 -0.067 -0.010 0.168
C -3.9505 3.5398 -2.1177 0.030 -0.025 0.011 -0.254
C -5.3295 3.4134 -2.2024 0.005 -0.001 0.006 -0.519
H -7.1584 4.3285 -2.8457 -0.011 0.001 -0.004 0.374
H -6.0475 6.3573 -3.7084 -0.007 0.012 0.005 0.377
H -3.5958 6.5908 -3.5408 0.001 0.007 0.000 0.386
H -2.2476 4.7762 -2.5300 -0.012 0.075 0.066 0.245
H -3.3613 2.7450 -1.6750 0.006 0.001 -0.004 0.333
H -5.8176 2.5248 -1.8236 -0.009 -0.010 -0.007 0.360
F -2.3708 2.5674 -5.7071 1.109 -0.611 -0.288 -0.363
F 2.7084 -5.9995 0.3381 1.060 -0.286 -0.584 -0.761
Mg 5.4888 -4.4693 -0.2391 -1.170 -1.192 0.152 0.884
```
Positions in Å, forces in eV/Å.

Maximum force (Eh/bohr): 0.0777
Total charge: +2
LUMO (eV): -8.2
2S+1: 1
Kohn-Sham gap (Ha): 0.0530